(1)
Here is C5H6N2O in the gas phase from the Open Molecules 2025 dataset. Energies are from ωB97M-V/def2-TZVPD.

Properties
relative energy (zero: lowest compared OMol25 entry of this formula, charge and spin): 362.07 kJ/mol
E: -10305.851 eV
SMILES: C1=C2CNN=C2OC1
Kohn-Sham gap: 8.7 eV
total charge: 0
HOMO: -0.306 hartree
maximum force: 5.2 eV/A

Structure (XYZ):
```
14
Properties=species:S:1:pos:R:3:mulliken_charge:R:1
C 1.075 0.478 0.948 -0.562
C -0.083 -0.183 0.470 0.586
C -1.362 -0.947 0.535 -0.487
N -1.850 -1.070 -0.778 -0.239
N -1.152 -0.143 -1.729 -0.588
C -0.115 0.189 -0.949 0.397
O 0.948 1.077 -1.299 -0.391
C 1.770 1.259 -0.102 -0.458
H 1.188 0.318 2.004 0.390
H -2.130 -0.408 1.091 0.188
H -1.107 -1.962 1.165 0.238
H -1.579 -2.101 -1.041 0.332
H 1.646 2.296 0.059 0.237
H 2.750 1.196 -0.374 0.356
```

(2)
Here is C5H6N2O in the gas phase from the Open Molecules 2025 dataset. Energies are from ωB97M-V/def2-TZVPD.

Properties
relative energy (zero: lowest compared OMol25 entry of this formula, charge and spin): 327.07 kJ/mol
E: -10306.214 eV
SMILES: Nc1[nH]ccc1C=O
Kohn-Sham gap: 8.9 eV
total charge: 0
HOMO: -0.301 hartree
maximum force: 7.2 eV/A

Structure (XYZ):
```
14
Properties=species:S:1:pos:R:3:mulliken_charge:R:1
N 1.495 0.330 1.125 -0.497
C 0.469 -0.280 0.417 0.185
N -0.346 -1.167 1.062 -0.198
C -1.518 -1.326 0.226 -0.468
C -1.492 -0.345 -0.697 -0.376
C -0.131 0.317 -0.616 0.258
C 0.734 1.030 -1.485 0.223
O 1.680 1.710 -1.126 -0.574
H 1.679 0.578 1.990 0.136
H 1.769 1.094 0.517 0.297
H 0.242 -1.761 1.915 0.354
H -2.582 -1.500 0.699 0.226
H -2.285 0.294 -1.331 0.268
H 0.287 1.026 -2.696 0.167
```

(3)
Here is C5H6N2O in the gas phase from the Open Molecules 2025 dataset. Energies are from ωB97M-V/def2-TZVPD.

Properties
relative energy (zero: lowest compared OMol25 entry of this formula, charge and spin): 448.73 kJ/mol
E: -10304.953 eV
SMILES: C#CC1=NNC[C@@H]1O
Kohn-Sham gap: 9.3 eV
total charge: 0
HOMO: -0.319 hartree
maximum force: 7.6 eV/A

Structure (XYZ):
```
14
Properties=species:S:1:pos:R:3:mulliken_charge:R:1
C -1.982 -1.785 1.551 -0.414
C -1.396 -0.691 1.116 -0.390
C -0.280 0.068 0.516 0.589
N -0.514 1.301 0.259 -0.496
N 0.524 1.663 -0.475 -0.106
C 1.592 0.730 -0.288 -0.627
C 0.821 -0.542 -0.294 -0.113
O 0.441 -0.926 -1.601 -0.511
H -2.682 -2.797 1.495 0.287
H 0.720 2.605 -0.361 0.253
H 2.281 0.673 -1.191 0.268
H 2.190 1.001 0.561 0.370
H 1.323 -1.385 0.124 0.478
H 0.037 -0.114 -1.912 0.413
```

(4)
Here is C5H6N2O in the gas phase from the Open Molecules 2025 dataset. Energies are from ωB97M-V/def2-TZVPD.

Properties
relative energy (zero: lowest compared OMol25 entry of this formula, charge and spin): 327.87 kJ/mol
E: -10306.205 eV
SMILES: NCC1=NC(=O)C=C1
Kohn-Sham gap: 8.3 eV
total charge: 0
HOMO: -0.346 hartree
maximum force: 4.8 eV/A

Structure (XYZ):
```
14
Properties=species:S:1:pos:R:3:mulliken_charge:R:1
N 1.833 -1.641 -0.105 -0.726
C 0.412 -1.533 0.530 -0.424
C -0.190 -0.215 0.075 0.719
N 0.700 0.621 -0.544 -0.405
C -0.120 1.769 -0.830 0.333
O 0.293 2.810 -1.229 -0.461
C -1.463 1.642 -0.041 -0.142
C -1.575 0.382 0.353 -0.683
H 2.379 -0.671 -0.072 0.356
H 1.738 -1.736 -1.193 0.280
H 0.814 -1.222 1.765 0.227
H -0.028 -2.632 0.410 0.328
H -2.284 2.416 -0.136 0.342
H -2.509 0.008 1.017 0.255
```

(5)
Here is a 2-piece molecular cluster, C5H6N2O overall from the Open Molecules 2025 dataset. Energies are from ωB97M-V/def2-TZVPD.

Properties
relative energy (zero: lowest compared OMol25 entry of this formula, charge and spin): 237.69 kJ/mol
E: -10307.140 eV
Kohn-Sham gap: 8.5 eV
total charge: 0
HOMO: -0.280 hartree
maximum force: 4.6 eV/A

Structure (XYZ):
```
14
Properties=species:S:1:pos:R:3:mulliken_charge:R:1
C -2.467 -0.422 0.204 -0.360
C -1.704 0.795 0.176 -0.404
C -1.568 -1.361 -0.218 -0.392
C -0.473 0.585 -0.401 0.487
C 3.324 0.040 1.026 -0.158
N 3.757 -0.558 0.166 -0.118
N 0.609 1.415 -0.507 -0.516
O -0.378 -0.768 -0.556 -0.332
H -3.510 -0.637 0.605 0.306
H -1.847 1.750 0.613 0.333
H -1.655 -2.403 -0.472 0.420
H 3.919 -1.351 -0.398 0.280
H 0.643 2.179 0.158 0.278
H 1.351 0.735 -0.397 0.176
```

(6)
Here is a 2-piece molecular cluster, C5H6N2O2 overall from the Open Molecules 2025 dataset. Energies are from ωB97M-V/def2-TZVPD.

Properties
relative energy (zero: lowest compared OMol25 entry of this formula, charge and spin): 263.26 kJ/mol
E: -12354.892 eV
SMILES: [H]/N=C\C=O.N#C/C=C\O
Kohn-Sham gap: 8.1 eV
total charge: 0
HOMO: -0.335 hartree
maximum force: 3.5 eV/A

Structure (XYZ):
```
15
Properties=species:S:1:pos:R:3:mulliken_charge:R:1
H -1.715 1.248 -1.074 0.221
N -1.088 0.645 -0.454 -0.421
C -1.711 -0.018 0.398 0.096
C -3.150 0.354 0.616 -0.123
O -3.792 1.172 0.019 -0.451
H -1.346 -0.787 1.097 0.307
H -3.560 -0.131 1.426 0.376
N -0.006 -2.307 -0.610 -0.484
C 0.983 -1.883 -0.160 0.363
C 2.107 -1.188 0.228 -0.543
C 2.364 0.115 0.064 0.153
O 1.553 1.024 -0.477 -0.564
H 2.925 -1.799 0.498 0.324
H 3.367 0.508 0.422 0.317
H 0.507 0.835 -0.594 0.431
```

(7)
Here is a 2-piece molecular cluster, C5H6N2O2S overall from the Open Molecules 2025 dataset. Energies are from ωB97M-V/def2-TZVPD.

Properties
relative energy (zero: lowest compared OMol25 entry of this formula, charge and spin): 367.47 kJ/mol
E: -23189.890 eV
Kohn-Sham gap: 8.6 eV
total charge: 0
HOMO: -0.298 hartree
maximum force: 2.2 eV/A

Structure (XYZ):
```
16
Properties=species:S:1:pos:R:3:mulliken_charge:R:1
C 0.467 1.121 1.493 -0.230
C -0.659 0.599 0.851 -0.026
C 1.721 1.097 0.876 -0.217
C -0.805 -2.532 -0.313 0.692
C -0.591 0.149 -0.425 -0.835
N 2.018 0.782 -0.438 -0.537
N -1.720 -2.671 0.443 -0.496
O 0.048 -2.601 -1.089 -0.445
O 0.204 1.430 -2.367 -0.555
S 0.849 0.152 -1.357 0.437
H 0.380 1.457 2.565 0.261
H -1.550 0.662 1.443 0.480
H 2.637 1.356 1.404 0.357
H -1.425 -0.194 -1.084 0.494
H 0.442 1.428 -3.322 0.312
H -2.016 -2.235 1.320 0.310
```

(8)
Here is C5H6N2O3 in the gas phase from the Open Molecules 2025 dataset. Energies are from ωB97M-V/def2-TZVPD.

Properties
relative energy (zero: lowest compared OMol25 entry of this formula, charge and spin): 909.42 kJ/mol
E: -14395.486 eV
Kohn-Sham gap (spin up / spin down): 7.5 / 6.9 eV
total charge: 0
HOMO (spin up / spin down): -0.336 / -0.323 hartree
maximum force: 7.3 eV/A

Structure (XYZ):
```
16
Properties=species:S:1:pos:R:3:mulliken_charge:R:1
C 0.022 0.098 -1.090 0.476
C 0.681 -0.760 -0.187 0.347
C -0.917 0.817 -0.342 0.531
C 1.922 -1.521 -0.376 -1.301
C -1.653 1.950 -0.366 -0.977
N 0.197 -0.929 1.101 0.920
N -0.868 -0.199 1.488 -0.052
O 0.735 -1.763 1.889 -0.684
O -1.323 0.250 2.496 -0.495
O 0.251 0.423 -2.235 -0.654
H 2.583 -1.423 0.516 0.364
H 2.518 -1.309 -1.284 0.329
H 1.667 -2.568 -0.317 0.325
H -2.537 1.891 -1.198 0.266
H -1.026 2.836 -0.644 0.254
H -2.252 2.206 0.549 0.352
```

(9)
Here is C5H6N2O3 in the gas phase from the Open Molecules 2025 dataset. Energies are from ωB97M-V/def2-TZVPD.

Properties
relative energy (zero: lowest compared OMol25 entry of this formula, charge and spin): 473.60 kJ/mol
E: -14400.003 eV
SMILES: O=[N+]([O-])[C@]1(O)CC=CC=N1
Kohn-Sham gap: 9.4 eV
total charge: 0
HOMO: -0.364 hartree
maximum force: 5.5 eV/A

Structure (XYZ):
```
16
Properties=species:S:1:pos:R:3:mulliken_charge:R:1
O 3.546 0.567 -0.445 -0.589
N 2.609 -0.203 -0.431 0.866
O 2.571 -1.213 -1.020 -0.586
C 1.398 0.204 0.285 1.066
O 1.886 0.540 1.711 -0.578
C 0.412 -0.978 0.429 -1.125
C -0.844 -0.771 -0.269 -0.242
C -1.132 0.393 -0.861 -0.435
C -0.207 1.508 -0.914 -0.238
N 0.941 1.398 -0.320 -0.672
H 2.796 0.886 1.656 0.349
H 0.259 -1.362 1.440 0.444
H 0.978 -1.848 0.133 0.459
H -1.609 -1.448 -0.247 0.474
H -2.161 0.540 -1.177 0.338
H -0.310 2.203 -1.675 0.468
```

(10)
Here is C5H6N2OS3 in the gas phase from the Open Molecules 2025 dataset. Energies are from ωB97M-V/def2-TZVPD.

Properties
relative energy (zero: lowest compared OMol25 entry of this formula, charge and spin): 7.66 kJ/mol
E: -42814.477 eV
SMILES: O=CN1C(S)=CC(=S)N[C@@H]1S
Kohn-Sham gap (spin up / spin down): 7.8 / 7.8 eV
total charge: 0
HOMO (spin up / spin down): -0.314 / -0.314 hartree
maximum force: 4.4 eV/A

Structure (XYZ):
```
17
Properties=species:S:1:pos:R:3:mulliken_charge:R:1
O 2.328 -1.340 -1.078 -0.492
C 1.942 -0.238 -0.874 0.079
N 0.632 -0.023 -0.494 0.024
C 0.183 1.149 0.067 0.634
S 1.371 2.427 0.509 -0.225
C -1.216 1.277 0.354 -0.687
C -2.173 0.337 -0.169 0.054
S -3.793 0.635 -0.360 -0.349
N -1.611 -0.776 -0.709 -0.155
C -0.312 -1.115 -0.337 -0.611
S 0.041 -1.900 1.381 -0.199
H 2.421 0.741 -1.115 0.282
H 0.683 2.881 1.449 0.166
H -1.553 2.209 0.637 0.443
H -2.369 -1.506 -1.037 0.336
H 0.100 -1.823 -1.032 0.543
H 1.267 -2.265 0.899 0.157
```

(11)
Here is C5H6N2S in the gas phase from the Open Molecules 2025 dataset. Energies are from ωB97M-V/def2-TZVPD.

Properties
relative energy (zero: lowest compared OMol25 entry of this formula, charge and spin): 462.13 kJ/mol
E: -19093.221 eV
Kohn-Sham gap (spin up / spin down): 7.1 / 7.1 eV
total charge: 0
HOMO (spin up / spin down): -0.303 / -0.303 hartree
maximum force: 3.5 eV/A

Structure (XYZ):
```
14
Properties=species:S:1:pos:R:3:mulliken_charge:R:1
C -1.097 -0.059 -0.196 -0.625
C -1.646 1.174 0.037 -0.605
C 0.309 0.033 -0.219 0.906
C 0.516 1.379 0.043 -0.615
C 1.403 -0.968 -0.420 -0.600
N -0.647 2.105 0.012 -0.002
N 2.380 -0.565 0.599 -0.335
S 3.115 0.770 -0.109 -0.042
H -1.671 -1.036 -0.303 0.269
H -2.606 1.527 0.254 0.448
H 0.964 -1.940 -0.243 0.327
H 1.827 -0.949 -1.369 0.289
H -0.924 3.084 -0.080 0.244
H 1.977 -0.418 1.503 0.341
```

(12)
Here is C5H6N2S in the gas phase from the Open Molecules 2025 dataset. Energies are from ωB97M-V/def2-TZVPD.

Properties
relative energy (zero: lowest compared OMol25 entry of this formula, charge and spin): 399.27 kJ/mol
E: -19093.873 eV
SMILES: C#C/C(=N\S)N1CC1
Kohn-Sham gap: 9.2 eV
total charge: 0
HOMO: -0.311 hartree
maximum force: 0.8 eV/A

Structure (XYZ):
```
14
Properties=species:S:1:pos:R:3:mulliken_charge:R:1
C 1.301 2.387 -0.084 0.338
C 0.953 1.246 -0.221 -0.734
C 0.519 -0.124 -0.349 0.463
N 1.243 -1.152 -0.245 -0.433
S 2.903 -1.091 0.036 -0.118
N -0.855 -0.260 -0.627 -0.270
C -1.808 -0.031 0.429 -0.310
C -1.589 -1.402 -0.125 -0.431
H 1.550 3.422 -0.089 0.442
H 3.183 0.226 0.044 0.105
H -1.387 0.183 1.426 0.238
H -2.679 0.548 0.150 0.228
H -1.042 -2.122 0.474 0.247
H -2.290 -1.830 -0.819 0.235
```

Question: Among the records above, which one has the highest E?
Answer: number 3

Question: Which formula does entry 12 have?
Answer: C5H6N2S